The following is a DFT calculation (the ωB97M-V functional and the def2-TZVPD basis) of C29H39NPt as an isolated structure.

The value obtained for the orbital gap is 7.3240 eV. The spin multiplicity is 1. The calculation puts the energy above the lowest of the compared OMol25 structures with the same formula, charge and spin at 0.00 kcal/mol.

Atoms and positions in Å:
1 Pt -0.1993 -0.3769 0.3733
2 C 0.3089 1.6702 -0.2367
3 C 0.3036 0.9660 -1.4608
4 C 1.5832 0.1871 -1.5096
5 C 2.1700 0.3305 -0.2741
6 C 1.3488 1.1635 0.5985
7 C 1.8069 1.8553 1.8713
8 C 2.3928 3.2169 1.4697
9 C 0.6313 2.0722 2.8255
10 C 2.8906 1.0512 2.5896
11 C 2.1377 -0.7932 -2.5403
12 C 3.5191 -1.2973 -2.0972
13 C 2.3488 -0.1463 -3.9160
14 C 1.2437 -2.0404 -2.6462
15 C -0.6820 1.4053 -2.5527
16 C -0.0066 2.4897 -3.4087
17 C -1.2018 0.2924 -3.4650
18 C -1.9304 2.0348 -1.9117
19 H -0.3896 2.4381 0.0498
20 H 3.0614 -0.1742 0.0583
21 H 1.6281 3.8535 1.0205
22 H 3.1993 3.0934 0.7431
23 H 2.7967 3.7335 2.3437
24 H -0.1819 2.6127 2.3369
25 H 0.9526 2.6561 3.6912
26 H 0.2346 1.1159 3.1702
27 H 3.7829 0.9347 1.9711
28 H 2.5248 0.0657 2.8676
29 H 3.1881 1.5682 3.5044
30 H 4.2184 -0.4723 -1.9514
31 H 3.9256 -1.9522 -2.8701
32 H 3.4612 -1.8741 -1.1735
33 H 3.0176 0.7125 -3.8294
34 H 1.4289 0.1951 -4.3805
35 H 2.8103 -0.8670 -4.5949
36 H 1.2236 -2.5551 -1.6828
37 H 1.6427 -2.7287 -3.3960
38 H 0.2194 -1.8027 -2.9196
39 H 0.8850 2.1182 -3.9114
40 H 0.2926 3.3290 -2.7786
41 H -0.6987 2.8610 -4.1689
42 H -0.4251 -0.2048 -4.0344
43 H -1.9083 0.7200 -4.1798
44 H -1.7423 -0.4711 -2.8987
45 H -1.7065 2.9798 -1.4185
46 H -2.3807 1.3673 -1.1726
47 H -2.6702 2.2450 -2.6868
48 N -1.7979 -1.6448 -0.1564
49 C -2.9399 -1.2926 0.6631
50 C -4.1085 -0.8592 0.0653
51 C -5.1846 -0.4789 0.8562
52 C -5.0772 -0.5492 2.2349
53 C -3.8985 -0.9928 2.8195
54 C -2.8031 -1.3696 2.0504
55 C -1.5306 -1.8432 2.6493
56 C -1.5854 -2.6666 3.7764
57 C -0.4302 -3.1723 4.3453
58 C 0.7929 -2.8739 3.7629
59 C 0.8492 -2.0606 2.6412
60 C -0.2958 -1.4950 2.0675
61 H -2.0305 -1.5714 -1.1402
62 H -1.5044 -2.6004 0.0374
63 H -4.1782 -0.8109 -1.0159
64 H -6.0971 -0.1289 0.3926
65 H -5.9076 -0.2482 2.8598
66 H -3.8114 -1.0220 3.8981
67 H -2.5495 -2.9334 4.1935
68 H -0.4861 -3.8124 5.2164
69 H 1.7064 -3.2850 4.1761
70 H 1.8125 -1.8671 2.1885


The following is a DFT calculation (the ωB97M-V functional and the def2-TZVPD basis) of C23H42AsF6O18 as an isolated structure.

Its net charge is -2. Its expectation value of S² is 0.75. The value obtained for the orbital gap (spin up / spin down) is 3.6799 / 9.0693 eV. The spin multiplicity is 2.

Atoms and positions in Å:
1 As -0.5160 -0.7191 0.2675
2 F -0.9499 -2.0614 -0.9028
3 F 1.1072 -0.6929 -0.2800
4 F -0.1961 0.5321 1.6128
5 F -2.3533 -0.7735 0.7374
6 F -0.1034 -1.9930 1.4161
7 F -0.9425 0.5250 -1.0274
8 C 0.2016 -5.2749 2.6965
9 O -0.8652 -4.7543 1.9045
10 H 1.1872 -4.8881 2.4373
11 H -0.0964 -5.0050 3.7096
12 H 0.3116 -6.3592 2.6796
13 H -1.0097 -3.8246 2.0951
14 C 1.1850 -4.3181 -1.1703
15 O 0.7785 -5.4804 -0.4470
16 H 0.7539 -3.4698 -0.6387
17 H 2.2662 -4.2052 -1.2497
18 H 0.6375 -4.2748 -2.1118
19 H 0.2307 -5.2073 0.2926
20 C -2.4580 2.6279 1.6007
21 O -3.3612 1.6345 1.0977
22 H -2.9273 3.5875 1.3839
23 H -2.3229 2.5846 2.6814
24 H -1.4054 2.6635 1.3199
25 H -2.9606 0.7665 1.0099
26 C 4.0164 -0.6976 1.7303
27 C 4.5627 -0.8906 0.3770
28 C 3.7608 0.0036 -0.5622
29 O 4.5635 1.1506 -0.8263
30 C 5.7621 0.8722 -0.4517
31 O 6.7273 1.4326 -0.8789
32 O 5.8274 -0.3428 0.2064
33 H 4.6237 -1.1824 2.4947
34 H 3.0041 -1.0677 1.8928
35 H 4.1018 0.3478 2.0266
36 H 4.5221 -1.9469 0.1111
37 H 2.8842 0.4295 -0.0741
38 H 3.4309 -0.5424 -1.4460
39 C -1.6432 -2.5542 5.3714
40 C -0.3521 -1.7446 5.3069
41 C -0.4791 -0.3957 5.9689
42 O 0.4062 -0.5517 7.1517
43 C 1.0863 -1.6713 7.0347
44 O 1.9033 -2.0682 7.8993
45 O 0.6670 -2.3930 6.0026
46 H -1.6653 -3.6072 5.0904
47 H -2.5551 -2.1278 4.9535
48 H -1.8918 -2.6252 6.4303
49 H -0.1414 -1.4571 4.2768
50 H -1.5053 -0.1683 6.2576
51 H -0.1796 0.4129 5.3022
52 C -5.5296 3.6730 -2.7856
53 C -4.7577 3.4789 -1.5685
54 C -3.3142 3.0933 -1.7810
55 O -2.5314 4.1725 -1.2499
56 C -3.3998 5.0572 -0.8136
57 O -3.0490 6.1111 -0.2842
58 O -4.6303 4.7842 -1.1438
59 H -6.3359 2.9786 -3.0218
60 H -4.8758 3.8313 -3.6433
61 H -6.1498 4.5690 -2.7584
62 H -5.2391 2.8969 -0.7826
63 H -3.2074 3.0174 -2.8631
64 H -3.1055 2.1087 -1.3625
65 C 1.4652 2.8506 0.2154
66 C 1.7926 2.9978 -1.2230
67 C 0.5958 2.7850 -2.1629
68 O 0.6576 3.9589 -3.0535
69 C 1.7142 4.7571 -2.7086
70 O 2.0637 5.7690 -3.3698
71 O 2.3486 4.2143 -1.5698
72 H 2.1188 3.4196 0.8766
73 H 1.5232 1.8277 0.5873
74 H 0.4210 3.1278 0.3603
75 H 2.4199 2.1300 -1.4267
76 H -0.3235 2.7145 -1.5815
77 H 0.7642 1.8572 -2.7096
78 C -1.2649 -2.5289 -4.4307
79 C -0.3601 -1.2118 -4.4363
80 C 1.0915 -1.4290 -3.9518
81 O 1.7909 -1.3529 -5.1883
82 C 1.0794 -0.7178 -6.0729
83 O 1.4596 -0.3896 -7.1884
84 O -0.1935 -0.6672 -5.6411
85 H -0.7821 -3.2298 -5.1118
86 H -2.1739 -2.2762 -4.9765
87 H -1.5187 -3.0554 -3.5106
88 H -0.8275 -0.4685 -3.7905
89 H 1.2186 -2.3808 -3.4361
90 H 1.4166 -0.7085 -3.2013


The following is a DFT calculation (the ωB97M-V functional and the def2-TZVPD basis) of one molecule with the formula C5H10O.

As for the SMILES: C[C@@H](O)C1CC1. The value obtained for the orbital gap is 9.0113 eV. The spin multiplicity is 1. The calculation puts the energy above the lowest of the compared OMol25 structures with the same formula, charge and spin at 71.22 kcal/mol.

Atoms and positions in Å:
1 C -2.1411 0.0816 0.2375
2 C -0.7462 -0.1494 -0.3437
3 O -0.3525 1.1397 -0.8865
4 C 0.3459 -0.4448 0.6368
5 C 1.7073 -0.9160 0.2867
6 C 1.6755 0.5141 0.0108
7 H -2.0831 0.7566 1.0993
8 H -2.6674 -0.8288 0.5398
9 H -2.7346 0.5848 -0.5329
10 H -0.7928 -0.8799 -1.1640
11 H -0.2234 1.0958 -1.8337
12 H 0.0793 -0.3658 1.7043
13 H 2.3161 -1.1796 1.1324
14 H 1.8002 -1.5574 -0.5825
15 H 1.9054 0.8584 -1.0226
16 H 1.9115 1.2905 0.7184